A 24-piece molecular cluster, C48H144O48 overall. Source: the OMol25 dataset; level of theory: ωB97M-V/def2-TZVPD.

Each line ends with the Mulliken charge.
Cartesian coordinates (Å):
C -11.26 1.10 -26.44  -0.08
C -10.05 1.44 -25.55  0.50
O -8.77 1.45 -26.14  -0.70
O -12.54 1.22 -25.80  -0.58
H -11.15 0.15 -26.96  -0.01
H -11.25 1.87 -27.22  0.25
H -9.93 0.79 -24.69  -0.58
H -10.07 2.42 -25.07  0.40
H -8.21 1.59 -25.37  0.48
H -13.23 0.79 -26.31  0.31
C -13.08 -1.84 -27.51  0.47
C -14.42 -1.26 -27.44  -0.91
O -14.47 0.12 -27.14  -0.56
O -12.29 -1.20 -28.55  -0.64
H -13.11 -2.93 -27.54  0.55
H -12.51 -1.64 -26.61  -0.39
H -15.07 -1.80 -26.74  0.39
H -14.85 -1.29 -28.44  0.38
H -15.39 0.37 -27.11  0.30
H -12.60 -0.30 -28.44  0.44
C -9.90 3.73 -20.08  0.29
C -8.52 4.24 -19.70  -0.60
O -7.49 3.27 -19.68  0.25
O -10.82 4.76 -19.99  -0.66
H -10.22 2.84 -19.54  -0.29
H -9.96 3.47 -21.14  0.21
H -8.55 4.73 -18.73  0.45
H -8.28 5.06 -20.37  0.32
H -6.68 3.65 -19.33  -0.24
H -11.59 4.43 -20.46  0.38
C -13.33 -2.77 -14.74  -0.87
C -13.22 -2.77 -16.25  0.70
O -14.31 -2.01 -16.82  -0.58
O -12.88 -1.53 -14.18  -0.43
H -12.62 -3.54 -14.44  0.38
H -14.35 -3.01 -14.42  0.38
H -13.34 -3.79 -16.60  0.13
H -12.28 -2.48 -16.74  -0.48
H -14.00 -1.11 -16.72  0.40
H -12.79 -1.68 -13.24  0.27
C 0.78 1.10 -18.94  -0.44
C -0.35 1.20 -19.91  -0.24
O -1.61 0.93 -19.22  0.65
O 1.92 1.26 -19.78  -0.57
H 0.84 0.11 -18.48  0.28
H 0.85 1.93 -18.24  0.15
H -0.31 0.48 -20.73  0.08
H -0.21 2.17 -20.39  0.48
H -1.78 -0.01 -19.30  -0.38
H 2.55 0.60 -19.47  0.33
C -13.82 0.06 -22.42  -0.44
C -14.37 -0.82 -23.57  0.55
O -15.75 -1.03 -23.32  -0.64
O -13.18 -0.86 -21.53  -0.40
H -14.65 0.58 -21.93  0.38
H -13.13 0.76 -22.90  0.30
H -13.90 -1.80 -23.62  0.02
H -14.15 -0.38 -24.54  -0.44
H -15.83 -1.86 -22.85  0.43
H -12.77 -0.37 -20.82  -0.08
C -6.61 -4.51 -23.82  0.04
C -5.85 -3.21 -23.62  0.77
O -4.53 -3.27 -24.04  -0.65
O -6.85 -4.78 -25.21  -0.47
H -7.60 -4.50 -23.36  -0.21
H -6.10 -5.43 -23.52  0.46
H -5.96 -2.89 -22.59  -0.46
H -6.41 -2.52 -24.26  -0.13
H -4.17 -3.90 -23.41  0.22
H -6.93 -5.73 -25.27  0.32
C -9.90 -4.58 -19.73  0.18
C -8.39 -4.65 -19.81  0.42
O -7.88 -5.47 -18.74  -0.67
O -10.34 -4.11 -18.38  -0.64
H -10.26 -5.61 -19.77  0.47
H -10.37 -4.11 -20.59  -0.21
H -7.97 -3.65 -19.73  -0.52
H -7.95 -4.96 -20.77  0.09
H -7.74 -4.84 -18.03  0.54
H -10.53 -3.18 -18.49  -0.71
C -0.43 -2.89 -20.12  -0.66
C -1.05 -3.08 -21.53  -0.32
O -2.44 -3.55 -21.56  0.05
O -0.94 -1.71 -19.56  -0.28
H 0.65 -2.79 -20.09  0.38
H -0.71 -3.72 -19.47  0.32
H -0.51 -3.76 -22.19  0.34
H -1.12 -2.13 -22.06  0.09
H -2.61 -4.32 -21.01  0.08
H -1.67 -1.95 -18.98  0.23
C -11.01 -7.77 -23.27  -0.58
C -12.11 -6.85 -22.71  -0.32
O -11.67 -5.44 -22.51  -0.35
O -10.61 -7.37 -24.57  -0.57
H -11.48 -8.74 -23.46  0.39
H -10.19 -7.76 -22.56  0.23
H -12.44 -7.22 -21.74  0.31
H -12.97 -6.92 -23.38  0.26
H -12.29 -5.00 -21.91  -0.04
H -10.55 -6.41 -24.60  0.42
C -3.78 -6.67 -19.96  -0.78
C -4.71 -6.30 -21.15  -0.29
O -4.03 -5.94 -22.33  -0.47
O -3.04 -5.50 -19.57  -0.55
H -3.09 -7.47 -20.21  0.37
H -4.37 -7.03 -19.11  0.44
H -5.41 -5.47 -21.02  0.11
H -5.25 -7.21 -21.41  0.46
H -3.38 -6.64 -22.47  0.27
H -2.70 -5.70 -18.70  0.28
C -10.86 -0.16 -18.06  0.67
C -12.30 0.43 -18.29  -1.42
O -12.38 1.06 -19.57  -0.48
O -10.68 -1.38 -18.70  3.43
H -10.69 -0.36 -17.00  -0.06
H -10.06 0.55 -18.28  -0.49
H -12.48 1.02 -17.39  0.71
H -12.98 -0.42 -18.36  0.10
H -12.78 1.93 -19.43  0.31
H -10.66 -1.28 -19.65  -1.39
C -7.27 -1.93 -27.25  0.70
C -7.26 -3.05 -28.35  -0.59
O -8.48 -3.27 -29.02  -0.53
O -7.83 -0.78 -27.87  -0.67
H -6.31 -1.67 -26.81  0.43
H -7.95 -2.05 -26.41  -0.68
H -6.81 -3.94 -27.93  0.30
H -6.51 -2.74 -29.07  0.32
H -8.95 -2.44 -28.89  0.35
H -8.20 -0.15 -27.24  0.39
C -13.88 -5.00 -19.44  -0.73
C -13.42 -3.57 -19.80  1.44
O -13.14 -3.46 -21.19  -0.28
O -15.09 -5.35 -20.06  -0.57
H -14.02 -5.04 -18.36  0.44
H -13.16 -5.75 -19.75  0.18
H -12.54 -3.26 -19.24  -1.01
H -14.19 -2.90 -19.42  0.57
H -13.16 -2.52 -21.38  0.16
H -15.21 -6.26 -19.79  0.34
C -8.03 -0.54 -20.15  1.64
C -8.63 -0.85 -21.59  0.88
O -10.05 -0.98 -21.53  -0.07
O -6.59 -0.62 -20.07  -0.14
H -8.44 -1.30 -19.48  -1.37
H -8.31 0.44 -19.77  0.40
H -8.06 -1.64 -22.08  -0.16
H -8.38 -0.05 -22.30  -0.81
H -10.25 -1.65 -22.19  -0.27
H -6.28 -0.21 -19.26  -0.38
C -6.36 2.57 -15.12  -0.74
C -6.47 2.12 -16.57  1.12
O -7.03 0.80 -16.68  -0.67
O -5.40 1.82 -14.38  -0.69
H -7.26 2.40 -14.52  0.06
H -6.23 3.65 -15.13  0.51
H -5.51 2.36 -17.03  -0.28
H -7.16 2.78 -17.08  -0.30
H -7.90 0.84 -16.30  -0.51
H -5.67 0.91 -14.51  0.27
C -7.56 2.72 -23.09  0.59
C -6.32 3.57 -22.93  0.08
O -5.81 4.18 -24.06  -0.68
O -7.22 1.54 -23.87  -0.43
H -8.31 3.35 -23.57  0.56
H -7.94 2.39 -22.12  -0.57
H -5.56 2.89 -22.55  -0.25
H -6.45 4.38 -22.20  0.19
H -5.66 3.51 -24.73  0.37
H -6.79 0.89 -23.31  -0.24
C -4.77 -1.57 -17.43  0.96
C -4.22 -2.73 -18.22  0.00
O -2.86 -3.07 -18.03  -0.79
O -4.91 -0.25 -18.03  1.41
H -4.21 -1.56 -16.49  0.56
H -5.78 -1.93 -17.22  -1.37
H -4.50 -2.63 -19.27  0.14
H -4.71 -3.62 -17.82  0.28
H -2.80 -3.78 -18.67  0.09
H -5.53 0.28 -17.53  -0.39
C -2.41 1.14 -16.03  1.23
C -1.04 0.41 -15.84  -0.16
O -0.02 1.32 -15.21  -0.60
O -2.78 1.87 -14.86  -0.75
H -3.24 0.54 -16.42  -0.62
H -2.24 1.88 -16.82  0.08
H -0.66 -0.09 -16.73  -0.15
H -1.22 -0.48 -15.24  0.37
H -0.59 1.92 -14.73  0.41
H -3.71 2.11 -14.95  0.26
C -3.07 0.32 -23.43  -0.81
C -3.72 -0.35 -22.18  0.11
O -5.06 0.15 -22.07  1.32
O -2.62 1.59 -23.13  -0.61
H -3.65 0.24 -24.35  0.23
H -2.13 -0.20 -23.62  0.45
H -3.27 0.02 -21.26  0.27
H -3.74 -1.44 -22.19  -0.34
H -5.50 -0.17 -21.28  -0.21
H -3.22 2.02 -22.52  0.31
C -9.71 1.20 -14.33  -0.58
C -11.25 1.06 -14.01  -0.05
O -11.85 2.38 -13.88  -0.57
O -9.44 1.83 -15.58  -0.27
H -9.09 0.30 -14.31  0.40
H -9.38 1.85 -13.52  0.36
H -11.36 0.49 -13.09  0.35
H -11.66 0.42 -14.79  -0.05
H -11.59 2.94 -14.61  0.34
H -9.76 2.74 -15.51  0.18
C -9.36 -3.05 -15.14  -0.39
C -8.27 -2.61 -16.19  -0.10
O -7.51 -3.62 -16.68  -0.31
O -8.58 -3.22 -13.96  -0.58
H -9.90 -3.96 -15.42  0.40
H -10.12 -2.32 -14.87  0.04
H -7.58 -1.88 -15.78  0.49
H -8.72 -2.08 -17.03  -0.49
H -6.86 -3.81 -16.00  0.32
H -9.17 -3.45 -13.24  0.33
C -3.97 4.60 -18.25  -0.60
C -3.56 3.78 -19.49  -0.07
O -3.94 4.39 -20.69  -0.41
O -5.41 4.53 -18.14  -0.37
H -3.73 5.62 -18.53  0.45
H -3.38 4.29 -17.39  0.25
H -3.89 2.74 -19.47  -0.34
H -2.50 3.54 -19.52  0.58
H -3.13 4.86 -20.90  0.32
H -5.70 5.36 -17.75  0.20
C -10.68 -2.63 -24.66  0.48
C -10.28 -3.55 -25.80  -0.24
O -10.97 -4.76 -25.87  -0.73
O -10.20 -2.94 -23.37  0.69
H -11.77 -2.61 -24.56  0.08
H -10.29 -1.62 -24.78  -0.26
H -9.25 -3.81 -25.54  -0.07
H -10.27 -3.05 -26.76  0.37
H -10.63 -5.30 -26.58  0.36
H -10.71 -3.71 -23.12  -0.95

Values from the calculation:
E   -150376.816 eV
Kohn-Sham gap   8.8 eV
Strongest force on any atom   2.9 eV Å⁻¹



C48H34N4OsS2 as an isolated structure. Source: the OMol25 dataset; level of theory: ωB97M-V/def2-TZVPD.

Each line ends with the Mulliken charge.
Cartesian coordinates (Å):
Os 0.01 0.03 -0.13  0.33
C -0.66 6.96 -3.34  -0.34
C -1.48 5.97 -3.85  -0.82
C -1.42 4.68 -3.33  0.23
C -0.53 4.38 -2.30  -1.32
C 0.29 5.38 -1.80  0.21
C 0.23 6.66 -2.31  -0.87
C -0.45 2.99 -1.75  2.07
C 0.58 2.18 -2.21  -0.01
C 1.48 2.50 -3.30  -1.41
C 2.16 1.38 -3.59  -1.25
C 1.67 0.35 -2.69  -0.02
C 1.93 -1.00 -2.80  1.69
C 2.94 -1.45 -3.80  -1.50
C 4.22 -1.79 -3.37  0.26
C 5.17 -2.21 -4.29  -0.85
C 4.85 -2.30 -5.64  -0.36
C 3.58 -1.96 -6.07  -0.82
C 2.63 -1.54 -5.15  0.12
C 1.28 -1.99 -2.06  0.77
N 0.42 -1.78 -1.00  0.11
C 0.20 -3.02 -0.43  0.46
C -0.36 -3.26 0.82  1.86
C -0.38 -4.67 1.31  -1.37
C -1.40 -5.54 0.95  0.13
C -1.41 -6.85 1.41  -0.77
C -0.38 -7.29 2.24  -0.39
C 0.64 -6.43 2.60  -0.77
C 0.64 -5.12 2.14  0.01
C -0.92 -2.29 1.65  0.13
C -1.68 -2.56 2.84  -1.30
C -2.32 -1.42 3.17  -1.38
C -1.96 -0.44 2.17  0.27
N -1.05 -0.97 1.31  0.00
C -2.61 0.77 1.97  1.56
C -2.43 1.57 0.85  0.45
C -3.09 2.83 0.66  -1.25
C -2.48 3.46 -0.38  -1.36
C -1.43 2.60 -0.84  0.61
N -1.47 1.41 -0.14  0.10
C -3.58 1.21 3.01  -1.20
C -3.10 1.74 4.20  0.12
C -3.99 2.15 5.18  -0.85
C -5.36 2.03 4.98  -0.37
C -5.84 1.50 3.79  -0.81
C -4.95 1.09 2.81  0.18
C 0.81 -4.02 -1.24  -1.15
C 1.48 -3.39 -2.24  -1.38
N 0.77 0.89 -1.82  0.00
H -0.70 7.97 -3.74  0.38
H -2.17 6.20 -4.65  0.39
H -2.06 3.90 -3.73  0.47
H 0.98 5.13 -0.99  0.50
H 0.87 7.43 -1.91  0.40
H 1.53 3.46 -3.79  0.50
H 2.89 1.22 -4.36  0.54
H 4.46 -1.72 -2.32  0.52
H 6.17 -2.47 -3.95  0.39
H 5.60 -2.63 -6.35  0.38
H 3.32 -2.03 -7.12  0.39
H 1.63 -1.27 -5.48  0.45
H -2.20 -5.18 0.31  0.49
H -2.21 -7.52 1.13  0.39
H -0.39 -8.31 2.60  0.37
H 1.44 -6.77 3.24  0.39
H 1.44 -4.44 2.41  0.57
H -1.76 -3.53 3.32  0.53
H -3.02 -1.25 3.97  0.50
H -3.89 3.20 1.28  0.49
H -2.69 4.44 -0.77  0.49
H -2.04 1.84 4.35  0.56
H -3.62 2.57 6.11  0.40
H -6.05 2.35 5.75  0.38
H -6.90 1.40 3.63  0.39
H -5.32 0.67 1.88  0.47
H 0.77 -5.08 -1.04  0.50
H 2.08 -3.83 -3.02  0.52
C 3.46 -0.38 3.21  -1.64
C 2.46 0.19 2.24  0.49
S 2.05 -0.84 0.89  -0.30
C 1.90 1.39 2.35  0.82
C 2.15 2.35 3.48  -1.76
S 0.78 1.93 1.12  -0.34
H 3.78 -1.38 2.91  0.44
H 3.02 -0.46 4.21  0.31
H 4.35 0.25 3.29  0.34
H 3.15 2.77 3.42  0.35
H 2.05 1.86 4.45  0.36
H 1.43 3.17 3.45  0.45

Values from the calculation:
E   -80428.190 eV
Kohn-Sham gap (alpha / beta)   5.1 / 5.1 eV
Strongest force on any atom   0.4 eV Å⁻¹



C48H36AsF9NO8PPdSTe as an isolated structure. Source: the OMol25 dataset; level of theory: ωB97M-V/def2-TZVPD.

Each line ends with the Mulliken charge.
Cartesian coordinates (Å):
Pd -0.99 -1.17 1.07  1.41
O -1.26 -1.72 3.13  -0.57
As -1.92 -0.34 4.14  0.04
O -3.22 -0.01 2.96  0.60
O -0.81 0.83 3.51  -0.40
C -4.50 -0.49 3.07  -0.24
C -5.32 -0.06 4.10  -0.67
C -6.64 -0.49 4.16  -0.67
C -7.14 -1.33 3.18  -0.71
C -6.33 -1.75 2.15  -0.64
C -5.00 -1.35 2.08  -0.07
S -4.00 -2.00 0.75  1.58
O -4.92 -2.67 -0.13  -0.72
O -3.30 -0.84 0.13  -0.52
O -2.99 -2.87 1.37  -0.94
H -1.92 -2.43 2.98  0.35
H -4.92 0.62 4.83  0.47
H -7.27 -0.15 4.97  0.41
H -8.18 -1.66 3.22  0.41
H -6.70 -2.40 1.37  0.55
C 5.21 5.50 1.63  -1.66
C 5.45 4.13 1.05  1.42
C 6.37 3.98 0.02  -1.01
C 6.60 2.74 -0.54  -1.28
C 5.90 1.63 -0.09  -0.52
C 4.97 1.76 0.94  0.45
N 4.18 0.70 1.39  -0.09
C 4.35 -0.65 1.21  -0.08
C 5.63 -1.21 1.07  -0.45
C 5.80 -2.57 0.89  -0.74
C 4.70 -3.43 0.84  -0.96
C 3.44 -2.89 1.01  -0.57
C 3.24 -1.52 1.20  0.46
C 1.85 -1.02 1.38  1.13
O 0.91 -1.89 1.20  -1.35
O 1.62 0.17 1.66  -0.42
C 4.75 3.02 1.53  0.48
C 3.75 3.14 2.65  -1.72
H 5.76 6.26 1.06  0.39
H 5.56 5.56 2.67  0.36
H 4.16 5.77 1.63  0.34
H 6.91 4.85 -0.34  0.33
H 7.31 2.62 -1.35  0.47
H 6.05 0.67 -0.56  0.48
H 3.22 0.93 1.64  0.30
H 6.50 -0.57 1.13  0.72
H 6.80 -2.97 0.78  0.41
H 4.83 -4.49 0.70  0.45
H 2.57 -3.53 1.01  0.40
H 3.82 2.29 3.33  0.43
H 2.72 3.17 2.28  0.28
H 3.91 4.05 3.23  0.48
F -3.84 3.84 -4.32  -0.28
C -2.98 2.99 -4.89  0.72
F -1.98 3.71 -5.42  -0.26
F -3.62 2.40 -5.92  -0.26
C -2.46 1.96 -3.92  0.41
C -2.73 2.07 -2.56  -0.80
C -2.22 1.12 -1.69  0.16
C -1.44 0.08 -2.17  -0.54
C -1.17 -0.02 -3.53  -0.14
C -1.68 0.92 -4.41  -1.20
P -0.66 -1.16 -1.09  2.68
C 1.07 -1.06 -1.64  1.00
C 1.71 -2.13 -2.25  -0.47
C 3.00 -1.99 -2.73  -1.05
C 3.65 -0.77 -2.60  0.48
C 3.03 0.30 -1.97  -0.63
C 1.74 0.15 -1.49  -0.52
C 5.05 -0.64 -3.15  0.59
F 5.97 -1.15 -2.32  -0.22
F 5.38 0.64 -3.37  -0.28
F 5.18 -1.29 -4.32  -0.30
C -1.30 -2.78 -1.54  0.66
C -0.74 -3.90 -0.92  -0.63
C -1.27 -5.15 -1.13  -1.25
C -2.39 -5.29 -1.95  0.26
C -2.97 -4.19 -2.55  -0.99
C -2.43 -2.93 -2.34  -0.89
C -2.97 -6.66 -2.15  0.78
F -3.92 -6.69 -3.09  -0.29
F -2.02 -7.55 -2.51  -0.27
F -3.51 -7.13 -1.01  -0.25
H -3.34 2.88 -2.19  0.67
H -2.46 1.17 -0.64  -0.66
H -0.55 -0.82 -3.92  0.54
H -1.48 0.85 -5.47  0.43
H 1.20 -3.08 -2.38  0.48
H 3.49 -2.82 -3.23  0.51
H 3.55 1.24 -1.86  0.52
H 1.25 0.99 -1.01  0.41
H 0.11 -3.78 -0.24  0.55
H -0.84 -6.02 -0.66  0.44
H -3.86 -4.30 -3.15  0.47
H -2.91 -2.06 -2.77  0.39
Te -0.79 1.73 1.74  0.37
C -2.56 2.88 1.93  0.62
C -3.78 2.43 1.43  0.27
C -4.88 3.26 1.45  -1.16
C -4.78 4.55 1.97  -0.53
C -3.57 5.00 2.46  -0.61
C -2.46 4.17 2.44  -0.65
H -3.86 1.43 1.02  0.41
H -5.83 2.91 1.06  0.48
H -5.65 5.20 1.98  0.40
H -3.49 6.01 2.86  0.41
H -1.51 4.53 2.83  0.42

Values from the calculation:
E   -184428.266 eV
Kohn-Sham gap (alpha / beta)   6.2 / 6.2 eV
Strongest force on any atom   0.6 eV Å⁻¹